16
Properties=species:S:1:pos:R:3:lowdin_charge:R:1 method="wB97M-V/def2-TZVPD" de_lowest_kcal_mol=149.5 homo_energy_ev=-7.5 homo_lumo_gap_ev=6.486 lumo_energy_ev=-1.062
C -1.461 0.294 0.579 -0.2080
C -0.037 -0.057 0.199 -0.2260
C 0.594 -1.351 0.302 -0.0399
C 1.969 -1.196 -0.057 -0.1138
C 0.963 0.822 -0.214 -0.5083
H -2.584 -1.237 -0.367 0.0297
H -2.203 0.111 -1.575 0.1249
H -2.044 0.117 1.663 0.1637
H -1.686 1.423 0.519 0.0785
H 0.200 -2.243 0.511 0.0447
H 3.013 -1.856 0.049 0.1605
H 3.011 0.783 -0.503 0.2119
H -0.341 2.364 -0.558 0.3522
N -2.502 -0.225 -0.518 -0.0785
N 2.141 0.170 -0.237 0.0278
O 0.967 2.083 0.207 -0.0193

16
Properties=species:S:1:pos:R:3:lowdin_charge:R:1 method="wB97M-V/def2-TZVPD" de_lowest_kcal_mol=84.7 homo_energy_ev="-7.1 / -7.1" homo_lumo_gap_ev="7.204 / 7.204" lumo_energy_ev="0.063 / 0.063"
C 1.650 1.182 -0.488 -0.0692
C -1.155 -1.749 0.271 -0.0582
N 0.337 1.612 -0.218 0.0258
C -0.627 0.684 -0.125 -0.3333
C -0.231 -0.689 -0.308 -0.2338
O -1.849 0.989 0.369 0.1031
C 1.388 -0.678 0.251 -0.3316
N 2.072 -1.405 0.846 0.0748
H -1.862 1.868 0.769 0.1194
H 0.206 2.468 0.314 0.1546
H 2.418 1.806 -0.052 0.0812
H 1.801 0.888 -1.522 0.0806
H 0.009 -0.916 -1.349 0.1409
H -2.054 -1.837 -0.338 0.0809
H -0.649 -2.715 0.291 0.0826
H -1.454 -1.508 1.289 0.0822

Number 1: electronic energy -379.84990 a.u., M 112.1 g mol⁻¹. Number 2: electronic energy -379.95322 a.u., M 112.1 g mol⁻¹.